Molecular formula: C48H107N9O13
Method: DFT, the ωB97M-V functional and the def2-TZVPD basis

```
177
Properties=species:S:1:pos:R:3:forces:R:3
C 15.304181 11.959679 11.940184 -1.82 -1.27 -0.41
C 16.248953 12.306315 11.102833 1.36 1.21 0.29
C 16.015249 12.692948 9.731100 2.73 0.07 -3.42
O 16.961229 13.149422 8.997346 -3.28 -1.12 2.52
C 14.691904 12.328750 9.196656 -0.37 0.42 -1.28
C 13.753339 11.776645 9.964863 0.14 0.98 -0.37
C 13.953416 11.590380 11.406613 -2.06 -0.64 1.35
O 12.997637 11.162404 12.093228 2.49 1.00 -1.01
H 15.486108 11.742479 12.955299 0.20 -0.17 1.08
H 17.253869 12.472115 11.434657 0.45 -0.07 0.26
H 14.449138 12.531085 8.132398 0.48 0.00 0.81
H 12.762034 11.696737 9.553209 -0.29 -0.61 0.16
C 12.175063 17.380951 16.773419 -1.98 0.58 -2.49
C 11.798375 17.533472 15.494413 0.10 -0.25 1.26
C 10.422605 17.965614 15.181656 -1.43 0.34 0.33
O 10.046273 18.281721 14.076919 0.28 -0.16 -0.54
C 9.406204 18.089253 16.315404 0.93 -0.07 0.35
C 9.830992 17.941492 17.574688 -1.35 -0.11 -0.46
C 11.204060 17.528914 17.834305 0.87 0.22 0.91
O 11.624171 17.305030 18.947279 -0.45 -0.10 1.32
H 13.152757 17.147857 17.023671 1.73 -0.54 0.57
H 12.509868 17.348413 14.725849 0.11 0.23 -0.89
H 8.358600 18.333468 16.106804 0.58 -0.05 -0.31
H 9.120647 18.013535 18.405408 0.54 0.01 -0.11
C 19.602305 17.858196 9.766512 -0.48 -0.78 -0.64
C 19.817239 16.578942 8.895722 -0.95 -0.24 1.77
C 20.418858 15.410250 9.680852 1.17 -0.11 -0.53
O 21.352953 15.839168 10.640993 0.01 1.29 -0.16
C 21.793876 14.752037 11.356826 1.04 -0.90 0.65
N 18.487142 16.123789 8.350993 1.71 1.57 -2.16
H 18.785837 18.393708 9.241415 0.65 0.13 0.48
H 20.515292 18.438203 9.894336 -0.07 0.11 -0.26
H 19.270049 17.597354 10.769613 -0.24 -0.05 0.01
H 20.549912 16.838216 8.158314 0.03 0.09 -0.93
H 20.957956 14.695031 8.999534 -0.62 0.44 0.21
H 19.720471 14.830743 10.255589 -1.19 -0.32 -0.09
H 22.299373 14.041350 10.703415 0.49 -0.10 -0.21
H 20.972378 14.149982 11.746998 -0.34 0.17 0.53
H 22.488569 15.060068 12.163909 -0.55 -0.14 -0.57
H 18.302056 15.193929 8.627875 -0.25 -1.24 0.36
H 18.603809 16.089481 7.304129 -0.52 -0.01 1.48
C 21.785964 15.771292 14.787089 -1.47 0.87 -0.27
C 20.252555 16.000745 14.888744 0.19 -1.64 -0.64
C 19.782514 15.696441 16.309887 0.25 0.15 0.35
O 19.972473 14.301941 16.578010 0.16 0.84 -1.30
C 20.311062 13.993712 17.885934 -1.30 1.12 0.50
N 19.959905 17.409592 14.606273 -0.62 -0.41 -0.49
H 22.182770 14.773281 14.869897 -0.34 -0.45 0.04
H 22.235099 16.401135 15.524111 0.60 0.46 0.49
H 21.983515 16.177047 13.811216 0.77 0.08 -0.44
H 19.780093 15.298649 14.116159 0.27 0.73 1.15
H 18.705180 15.952354 16.512755 0.88 0.02 -0.26
H 20.471131 16.352203 16.928886 -0.93 -0.76 -0.13
H 21.291021 14.335762 18.178732 0.39 0.57 0.20
H 20.321821 12.950363 17.936972 -0.02 -1.78 0.24
H 19.496532 14.359887 18.551075 0.84 -0.09 0.00
H 20.420359 17.670071 13.727801 -0.21 -0.04 0.35
H 18.945689 17.437407 14.414463 0.55 0.33 0.09
C 11.639981 13.382731 20.255475 0.00 1.88 0.20
C 12.845675 13.453690 19.314164 -0.10 0.76 1.13
C 13.710990 14.701185 19.676742 -0.24 -0.32 0.46
O 14.796787 14.732912 18.784572 -0.10 0.61 -0.41
C 15.599604 15.896547 18.934658 0.09 -1.56 -3.75
N 13.567306 12.237100 19.253520 1.04 -1.32 -0.39
H 11.031780 14.288563 19.964121 0.19 -0.97 0.52
H 11.959076 13.575236 21.319843 -0.35 -0.53 -0.93
H 11.028344 12.482882 20.152963 0.27 0.10 0.03
H 12.485503 13.541927 18.307925 -0.35 0.74 -0.68
H 14.167432 14.593475 20.683549 -0.56 -0.16 0.03
H 13.142025 15.658687 19.673096 0.16 -0.60 -0.20
H 15.123144 16.813941 18.617323 -0.38 0.25 0.17
H 16.423180 15.682472 18.223605 -0.25 0.51 0.19
H 16.049738 15.937902 19.845540 0.91 0.37 3.06
H 14.453836 12.332567 18.772121 -0.14 0.11 -0.17
H 13.810844 11.779960 20.111489 -0.19 0.09 0.69
C 9.860837 14.411126 16.987876 -2.18 -0.78 -0.28
C 10.168227 14.061754 15.551047 2.56 -0.24 -0.09
C 10.937328 12.735956 15.494822 -0.90 -0.27 -0.70
O 9.956292 11.744364 15.748891 -0.33 0.35 0.14
C 10.251858 10.519325 15.148844 -0.40 -0.18 -0.01
N 9.190570 14.045069 14.499858 0.87 -1.03 0.02
H 10.767766 14.453679 17.557748 0.37 0.21 0.36
H 9.171087 13.649701 17.425134 0.66 0.31 -0.16
H 9.289209 15.329162 17.020282 0.14 0.46 0.24
H 10.891408 14.772719 15.168047 0.51 0.59 0.26
H 11.752751 12.557088 16.194104 0.21 0.61 0.28
H 11.342913 12.654010 14.471349 -0.12 -0.26 0.11
H 10.245472 10.659980 14.051040 -0.13 -0.53 0.30
H 9.505325 9.792503 15.535882 0.46 0.36 -0.63
H 11.239909 10.208111 15.462471 0.44 -0.41 -0.02
H 8.689824 14.874508 14.474795 -1.12 1.92 -0.12
H 8.555128 13.306951 14.643443 -0.97 -1.10 0.14
C 17.374230 8.687520 12.617259 0.49 1.75 0.60
C 18.414466 8.848366 13.750181 -1.24 -1.42 1.16
C 18.271688 10.251216 14.313022 1.09 0.45 0.10
O 18.753981 11.061610 13.224638 0.20 0.20 0.93
C 19.125996 12.380233 13.569854 -1.05 0.97 -0.62
N 18.249016 7.833816 14.839297 0.69 1.12 1.34
H 16.380723 8.594441 13.011017 -0.57 -0.33 0.63
H 17.556200 7.843896 11.982697 0.26 -0.17 -0.64
H 17.336648 9.705126 12.124126 0.35 -1.51 -0.19
H 19.415347 8.752905 13.377781 0.54 0.28 -0.60
H 18.878003 10.356861 15.244297 0.01 0.08 -0.67
H 17.263985 10.575965 14.611945 -0.13 -0.38 -0.29
H 20.110299 12.517369 14.047590 -0.37 -0.39 0.04
H 18.321949 12.883238 14.156749 0.66 -0.33 0.09
H 19.118996 12.936733 12.610588 0.35 -0.21 0.40
H 17.926270 6.923843 14.607297 -0.21 -0.48 -0.62
H 19.012416 7.738472 15.563813 -1.09 0.47 -1.59
C 14.594703 19.892882 14.189955 -1.61 0.69 -0.38
C 14.429767 19.487096 12.733900 0.03 -1.01 -0.23
C 15.501873 18.427560 12.364590 0.71 2.18 -0.09
O 16.779945 18.747175 12.916423 -0.10 -1.29 1.52
C 17.469813 19.856923 12.476835 -0.78 1.16 -3.01
N 13.111207 18.816083 12.570809 1.08 0.28 -0.02
H 13.707461 20.490303 14.479030 0.46 0.01 -0.13
H 15.474752 20.466446 14.347928 0.76 0.49 0.28
H 14.567477 19.053035 14.866216 0.23 -0.45 0.03
H 14.559078 20.316455 11.991874 -0.12 -0.19 0.88
H 15.664840 18.469995 11.293869 -0.35 -0.50 -0.62
H 15.216292 17.451078 12.717383 0.06 -0.29 0.00
H 17.359674 19.914170 11.322761 0.46 -0.10 1.37
H 18.527588 19.783073 12.709502 -0.02 -0.16 0.22
H 17.077141 20.846665 12.790002 0.07 -0.53 0.40
H 12.400305 19.513385 12.392682 -0.18 -0.18 -0.10
H 13.213577 18.189245 11.777604 -0.58 0.03 -0.05
C 10.488360 16.093613 10.945476 1.11 0.07 -0.72
C 11.476772 14.916282 10.937254 -0.33 -0.89 -0.56
C 12.729538 15.252310 11.767367 -2.70 1.80 0.71
O 13.525163 16.232625 11.183579 1.59 -0.37 -1.17
C 14.465401 15.651327 10.239263 -0.72 0.51 0.18
N 10.860768 13.662280 11.403921 -0.40 0.92 0.15
H 10.093897 16.299293 11.927030 -0.48 -0.32 0.45
H 9.710420 16.099191 10.157715 0.43 -0.28 0.57
H 11.159258 16.934964 10.782296 -0.23 0.47 -0.36
H 11.801842 14.716635 9.897123 -0.07 0.32 0.23
H 13.259336 14.350306 11.933405 0.81 -0.96 0.62
H 12.306758 15.752447 12.699168 0.80 -0.99 -0.53
H 15.094668 14.887154 10.751318 -0.08 0.79 -0.26
H 15.006298 16.509960 9.800306 0.13 -0.72 0.36
H 13.934028 15.133600 9.424916 0.05 0.18 0.18
H 11.563083 12.987763 11.682481 -0.14 -0.08 0.17
H 10.268878 13.899446 12.204918 0.21 -0.51 -0.01
C 18.048263 13.625670 20.725121 -1.40 2.35 1.83
C 17.004732 12.595107 20.553278 -1.26 -0.85 -0.84
C 17.279218 11.821638 19.269086 -0.21 0.19 -0.02
O 16.258592 10.834808 19.076709 0.69 0.76 -0.34
C 16.218560 10.397572 17.739117 0.02 1.44 -0.89
N 17.003757 11.701312 21.719647 0.26 0.05 -0.92
H 19.041406 13.340825 20.933155 1.11 -0.88 0.02
H 17.711960 14.221074 21.623493 0.54 -0.33 -0.62
H 18.023140 14.344680 19.930643 0.05 0.31 -0.59
H 16.014432 13.126121 20.369884 0.93 -0.55 0.37
H 18.243675 11.303417 19.406524 -0.02 0.20 -0.43
H 17.299804 12.569535 18.399066 0.05 -1.06 0.97
H 16.025471 11.252906 17.005175 0.12 -0.64 0.93
H 15.375775 9.753589 17.683334 -0.51 -0.84 -0.27
H 17.142880 9.936287 17.373330 -0.03 -0.26 0.36
H 16.390701 10.903089 21.588451 -0.08 0.29 0.15
H 16.766224 12.240989 22.532176 -0.27 -0.14 0.39
C 14.242326 14.417005 15.546698 -1.64 -1.73 -0.80
C 15.494528 15.184164 15.159232 0.72 0.13 -0.19
C 16.102748 14.727137 13.833571 0.05 0.72 -0.01
O 17.322786 15.399916 13.652959 0.74 0.32 -0.15
C 17.682337 15.580777 12.282972 0.47 1.06 1.13
N 15.345778 16.637354 15.208312 -0.04 1.06 -0.38
H 13.415238 14.264955 14.747166 1.49 0.67 0.78
H 13.736279 14.830466 16.402824 -0.02 0.56 0.31
H 14.417717 13.356872 15.890468 0.42 0.94 -0.48
H 16.255438 14.995641 15.917060 0.09 -0.37 0.14
H 15.467625 14.984204 12.983990 -0.54 -0.09 -0.01
H 16.327438 13.680454 13.811771 -0.26 -0.98 0.12
H 16.915236 16.203788 11.829687 0.00 0.04 -0.44
H 17.768641 14.634415 11.753275 0.20 -0.10 -0.12
H 18.640069 16.172351 12.307156 -0.83 -0.84 -0.26
H 14.634262 16.962676 14.555685 -0.10 -0.27 0.13
H 16.196375 17.172825 14.904121 -0.80 -1.12 0.44
```
Forces are in eV/Å.

Summary:
Net charge   0
2S+1   1
Kohn-Sham gap   6.4 eV
Largest force on an atom   4.38 eV/A